w | Here is a structure of composition C3H8CsO from the Open Molecules 2025 dataset. Energies are from ωB97M-V with the def2-TZVPD basis set.

Last column: Löwdin charge in e.
Geometry (Å):
C1 12.173 26.685 3.036  -0.40
Cs1 11.534 24.586 2.291  1.72
O1 10.091 27.824 3.262  -0.07
H1 10.454 28.204 5.665  0.10
H2 11.764 28.845 3.390  0.15
C2 11.332 27.713 5.243  -0.03
C3 11.416 27.875 3.746  -0.44
H3 13.230 26.855 3.243  0.12
H4 12.142 26.757 1.948  0.02
H5 11.819 25.679 3.264  -0.44
H6 11.389 26.652 5.485  0.09
H7 12.213 28.232 5.620  0.09
H8 9.497 28.425 3.718  0.10

total charge: +1
HOMO energy: -13.96 eV

=====

x | Here is a structure of composition C3H8CsO from the Open Molecules 2025 dataset. Energies are from ωB97M-V with the def2-TZVPD basis set.

Last column: Löwdin charge in e.
Geometry (Å):
Cs1 21.567 7.491 -20.302  1.43
H1 24.515 8.994 -22.387  0.10
H2 24.892 6.440 -22.334  0.15
C1 24.690 6.158 -20.219  -0.06
H3 24.136 8.845 -20.656  0.04
H4 24.336 5.129 -20.293  0.09
H5 25.769 6.109 -20.069  0.10
C2 24.726 8.434 -21.476  -0.04
C3 24.383 6.938 -21.508  -0.51
H6 22.886 6.351 -22.727  0.11
H7 25.687 8.697 -21.034  0.10
H8 24.297 6.641 -19.325  0.06
O1 23.025 6.822 -21.902  -0.56

total charge: +1
HOMO energy: -15.24 eV

=====

Relative energy table, unit kJ/mol: w 524.0; x 0.0

=====

w | Here is a cluster of 4 separate species, C3H14N2O3 in total from the Open Molecules 2025 dataset. Energies are from ωB97M-V with the def2-TZVPD basis set.

Last column: Löwdin charge in e.
Geometry (Å):
H1 2.054 0.621 0.151  0.06
N1 2.244 0.385 -0.846  0.09
O1 1.730 1.531 1.938  -0.08
H2 1.038 -1.893 0.041  0.09
H3 -0.699 -2.814 1.568  0.08
H4 -1.544 -1.291 1.510  0.07
H5 0.620 -0.447 1.096  0.12
C1 1.057 0.176 -1.524  -0.24
H6 1.024 0.508 -2.594  0.13
H7 -0.638 1.011 -0.044  -0.03
H8 -1.750 -0.439 -1.519  -0.01
H9 1.728 1.674 2.903  0.06
C2 -1.005 -1.986 0.862  -0.08
O2 -2.525 0.082 -1.262  -0.07
H10 -3.188 -0.187 -1.875  0.02
H11 -1.649 2.044 -0.342  0.02
H12 2.735 1.104 -1.392  0.10
H13 -1.553 -2.438 0.086  0.04
N2 0.007 -0.445 -0.984  -0.08
C3 0.232 -1.228 0.269  -0.26
O3 -1.025 1.817 0.350  -0.08
H14 1.108 2.214 1.606  0.05

structure (SMILES): CC/N=C\N.O.O.O
total charge: 0
HOMO energy: -9.14 eV

=====

x | Here is a cluster of 3 separate species, C3H14N2O3 in total from the Open Molecules 2025 dataset. Energies are from ωB97M-V with the def2-TZVPD basis set.

Last column: Löwdin charge in e.
Geometry (Å):
O1 1.547 0.371 -1.938  -0.06
O2 -0.877 0.855 1.767  -0.10
C1 -0.600 -1.867 -0.252  -0.32
H1 2.367 -0.130 -1.915  0.04
O3 2.699 0.859 0.557  -0.03
H2 1.158 -1.126 0.478  0.04
H3 -2.418 0.782 -1.286  0.11
H4 2.719 1.577 1.181  0.05
C2 -1.931 0.398 -0.382  -0.21
H5 -0.391 -0.352 -1.538  0.05
H6 1.879 1.194 -1.550  0.03
N1 -1.164 -0.704 -0.986  -0.07
N2 0.346 -1.642 0.778  0.02
H7 -1.406 -2.488 0.158  0.11
H8 3.555 0.454 0.661  0.05
H9 -1.600 2.372 0.674  0.11
H10 -1.445 0.085 1.825  0.05
H11 -0.212 -2.446 -1.097  0.11
H12 0.031 -1.346 1.680  0.05
H13 -2.763 -0.005 0.213  0.12
C3 -1.146 1.393 0.457  -0.23
H14 -0.199 1.647 -0.046  0.10

structure (SMILES): NCNCCO.O.O
total charge: 0
HOMO energy: -7.96 eV

=====

Relative energy table, unit kJ/mol: w 0.0; x 39.2

=====

w | Here is a cluster of 3 separate species, C3H14N2O3 in total from the Open Molecules 2025 dataset. Energies are from ωB97M-V with the def2-TZVPD basis set.

Last column: Löwdin charge in e.
Geometry (Å):
O1 -1.301 0.226 1.610  -0.10
N1 -0.322 -0.382 -1.029  -0.11
H1 1.031 0.498 3.993  0.04
H2 -2.193 0.628 1.611  0.05
H3 -1.097 0.034 0.645  0.01
H4 -0.362 1.575 -1.662  0.12
O2 -2.127 -1.869 -1.118  -0.05
C1 1.390 1.203 -0.432  -0.28
H5 -1.086 -1.248 -2.786  0.12
H6 0.908 0.572 -2.442  0.12
H7 0.914 1.850 0.305  0.11
H8 2.106 1.878 -0.938  0.11
H9 0.589 0.468 2.540  -0.01
C2 0.393 0.805 -1.492  -0.22
H10 -1.725 -1.935 -0.235  0.08
H11 -2.106 -0.003 -1.958  0.12
H12 0.339 -1.121 -0.821  0.11
N2 2.044 0.088 0.212  0.01
C3 -1.440 -0.862 -1.825  -0.29
O3 1.367 0.638 3.097  -0.08
H13 2.850 -0.290 -0.266  0.08
H14 2.395 0.402 1.107  0.05

structure (SMILES): NCCNCO.O.O
total charge: 0
HOMO energy: -9.45 eV

=====

x | Here is a cluster of 3 separate species, C3H14N2O3 in total from the Open Molecules 2025 dataset. Energies are from ωB97M-V with the def2-TZVPD basis set.

Last column: Löwdin charge in e.
Geometry (Å):
N1 2.480 0.391 -0.080  0.01
C1 -0.798 -1.933 -1.205  -0.22
H1 1.594 0.014 1.672  0.11
H2 -1.679 -2.508 -0.912  0.11
H3 2.848 -1.145 1.308  0.11
H4 1.032 -2.380 0.933  0.10
O1 -2.281 2.456 1.929  -0.05
H5 -0.584 2.891 -1.021  0.05
N2 1.140 -1.606 0.295  -0.07
H6 -0.818 2.499 0.451  0.02
H7 -0.217 -0.059 -0.272  0.07
O2 -1.367 -1.096 -2.242  -0.09
O3 -0.510 2.158 -0.403  -0.05
H8 -0.845 -0.292 -2.317  0.06
C2 2.012 -0.591 0.875  -0.33
H9 -0.850 -1.157 0.801  0.11
H10 -0.049 -2.587 -1.645  0.11
H11 2.912 -0.033 -0.894  0.07
C3 -0.196 -1.126 -0.068  -0.22
H12 -2.572 2.052 1.101  0.04
H13 -2.954 3.120 2.125  0.05
H14 1.703 0.933 -0.431  0.03

structure (SMILES): NCNCCO.O.O
total charge: 0
HOMO energy: -8.85 eV

=====

Relative energy table, unit kJ/mol: w 0.0; x 48.1

=====

w | Here is a structure of composition C2H2ClF2I from the Open Molecules 2025 dataset. Energies are from ωB97M-V with the def2-TZVPD basis set.

Last column: Löwdin charge in e.
Geometry (Å):
F1 2.300 0.617 -0.839  -0.14
H1 -2.401 -0.569 0.146  0.07
F2 -1.487 0.313 -1.438  -0.02
Cl1 -0.097 -0.368 0.697  0.59
C1 2.181 0.315 0.415  -0.79
H2 -2.038 0.959 0.435  0.04
C2 -1.705 0.188 -0.117  -0.44
I1 3.248 -1.454 0.701  0.70

total charge: 0
HOMO energy: -8.78 eV

=====

x | Here is the molecule C2H2ClF2I from the Open Molecules 2025 dataset. Energies are from ωB97M-V with the def2-TZVPD basis set.

Last column: Löwdin charge in e.
Geometry (Å):
Cl1 -0.827 -1.780 -0.900  0.64
H1 0.998 0.909 -0.890  0.08
C1 -0.619 -0.293 0.046  -1.27
F1 -0.762 -0.626 1.357  -0.12
C2 0.830 0.342 -0.050  -0.29
H2 0.822 0.921 0.892  0.13
F2 1.672 -0.681 -0.152  -0.02
I1 -2.115 1.209 -0.302  0.85

structure (SMILES): FC[C@](F)(Cl)I
total charge: 0
HOMO energy: -10.21 eV

=====

Relative energy table, unit kJ/mol: w 324.8; x 0.0

=====

w | Here is a structure of composition CH2ClFS from the Open Molecules 2025 dataset. Energies are from ωB97M-V with the def2-TZVPD basis set.

Last column: Löwdin charge in e.
Geometry (Å):
H1 -0.041 -1.128 0.857  0.03
F1 0.446 0.588 1.242  -0.06
H2 -1.306 1.289 -1.099  -0.34
C1 0.488 -0.392 0.369  -0.86
S1 -1.506 0.088 -0.893  0.48
Cl1 1.918 -0.445 -0.475  0.75

total charge: 0
HOMO energy: -9.22 eV

=====

x | Here is a cluster of 2 separate species, CH2ClFS in total from the Open Molecules 2025 dataset. Energies are from ωB97M-V with the def2-TZVPD basis set.

Last column: Löwdin charge in e.
Geometry (Å):
F1 -1.796 1.166 -0.341  -0.63
H1 1.575 -0.394 -0.020  -0.01
Cl1 0.230 -0.789 1.824  0.65
C1 0.617 -0.728 0.236  -0.56
S1 -0.574 1.808 -1.299  0.60
H2 -0.052 -1.064 -0.400  -0.06

total charge: 0
HOMO energy (alpha / beta): -9.83 / -8.52 eV

=====

Relative energy table, unit kJ/mol: w 0.0; x 162.1

=====

w | Here is the molecule C2H2O2S from the Open Molecules 2025 dataset. Energies are from ωB97M-V with the def2-TZVPD basis set.

Last column: Löwdin charge in e.
Geometry (Å):
C1 0.048 -0.491 0.273  -0.34
O1 -2.212 0.421 -0.243  0.19
C2 -1.196 -0.171 -0.161  -0.48
O2 -0.560 -1.238 -0.769  0.10
H1 1.877 1.848 -0.015  -0.18
S1 1.821 0.514 -0.362  0.60
H2 0.222 -0.884 1.277  0.11

structure (SMILES): O=C1O[C@H]1S
total charge: 0
HOMO energy: -9.97 eV

=====

x | Here is the molecule C2H2O2S from the Open Molecules 2025 dataset. Energies are from ωB97M-V with the def2-TZVPD basis set.

Last column: Löwdin charge in e.
Geometry (Å):
H1 0.014 -1.181 1.408  0.12
H2 -1.560 -0.529 1.276  0.13
C1 0.102 0.221 -0.208  -0.47
O1 -0.569 -0.908 -0.658  0.05
O2 1.484 1.609 -1.939  -0.56
C2 -0.640 -0.649 0.668  -0.20
S1 1.169 1.436 -0.547  0.94

total charge: 0
HOMO energy: -9.32 eV

=====

Relative energy table, unit kJ/mol: w 0.0; x 90.9

=====

w | Here is the molecule C2H3OP from the Open Molecules 2025 dataset. Energies are from ωB97M-V with the def2-TZVPD basis set.

Last column: Löwdin charge in e.
Geometry (Å):
H1 -1.760 2.025 0.442  0.00
P1 0.001 0.231 1.019  0.99
H2 -0.549 -1.988 -0.431  0.04
C1 1.127 -0.528 -0.196  -0.28
H3 2.102 -0.468 -0.636  0.06
C2 -0.046 -1.132 -0.137  -0.32
O1 -0.875 1.860 -0.061  -0.49

structure (SMILES): OP1=CC=1
total charge: 0
HOMO energy: -9.52 eV

=====

x | Here is the molecule C2H3OP from the Open Molecules 2025 dataset. Energies are from ωB97M-V with the def2-TZVPD basis set.

Last column: Löwdin charge in e.
Geometry (Å):
P1 0.831 1.148 0.363  0.91
C1 0.343 -0.673 0.216  -0.35
H1 1.035 -1.595 -0.015  0.11
H2 -0.225 1.493 1.243  -0.08
O1 -1.087 0.376 -1.642  0.04
C2 -0.250 0.283 -0.778  -0.73
H3 -0.646 -1.032 0.612  0.09

structure (SMILES): O=C1CP1
total charge: 0
HOMO energy: -9.01 eV

=====

Relative energy table, unit kJ/mol: w 47.4; x 0.0